## a
The molecule C4H6OS. Source: the Open Molecules 2025 dataset; level of theory: ωB97M-V/def2-TZVPD.

XYZ file:
```
12
C4H6OS ωB97M-V/def2-TZVPD
C -0.619 0.694 1.411
C 0.535 0.135 0.681
C -0.022 -1.122 -1.248
C 0.387 -0.019 -1.859
H -1.488 0.624 0.812
H -0.581 1.624 1.978
H -0.806 -0.025 2.168
H 1.459 -0.136 1.270
H -0.530 -1.987 -1.599
H 0.552 0.115 -2.922
O 0.145 -1.173 0.071
S 0.966 1.269 -0.761
```

The calculation puts the LUMO energy at 0.03395 Ha. Its charge is 0. As for the SMILES: C[C@H]1OC=CS1.

Atom-resolved charges from Mulliken, all expressed in e:
1 C -1.17
2 C 0.14
3 C -0.33
4 C -0.21
5 H 0.33
6 H 0.36
7 H 0.35
8 H 0.34
9 H 0.40
10 H 0.34
11 O -0.38
12 S -0.16



## b
The molecule C4H6OS. Source: the Open Molecules 2025 dataset; level of theory: ωB97M-V/def2-TZVPD.

XYZ file:
```
12
C4H6OS ωB97M-V/def2-TZVPD
C 0.377 0.546 1.170
C -0.767 0.373 -0.910
C -0.470 -0.918 -0.352
C 0.901 -0.502 0.196
H -0.021 0.047 2.026
H 1.181 1.326 1.487
H -1.759 0.653 -1.337
H -0.029 0.533 -1.801
H -1.139 -1.120 0.466
H 1.450 -0.026 -0.617
O -0.407 1.313 0.149
S 0.682 -2.225 -0.478
```

The calculation puts the LUMO energy at 0.02170 Ha. Its charge is 0. As for the SMILES: C1OC[C@H]2S[C@H]12.

Atom-resolved charges from Mulliken, all expressed in e:
1 C -0.36
2 C -0.46
3 C 0.04
4 C -0.26
5 H 0.27
6 H 0.27
7 H 0.33
8 H 0.18
9 H 0.25
10 H 0.25
11 O -0.39
12 S -0.12



## c
The molecule C4H6OS. Source: the Open Molecules 2025 dataset; level of theory: ωB97M-V/def2-TZVPD.

XYZ file:
```
12
C4H6OS ωB97M-V/def2-TZVPD
C -0.550 -1.073 0.675
C -0.365 1.142 -0.839
C 0.749 0.166 -0.644
C 0.671 -0.212 0.756
H -0.960 -1.418 1.651
H -0.298 -1.996 0.124
H -0.297 2.020 -0.173
H -0.509 1.597 -1.760
H 0.636 -0.742 -1.248
H 0.706 0.531 1.538
O 1.968 -0.182 0.131
S -1.751 0.166 -0.212
```

The calculation puts the LUMO energy at 0.02534 Ha. Its charge is 0. As for the SMILES: C1SC[C@H]2O[C@H]12.

Atom-resolved charges from Mulliken, all expressed in e:
1 C -0.61
2 C -0.59
3 C -0.13
4 C -0.10
5 H 0.38
6 H 0.31
7 H 0.29
8 H 0.41
9 H 0.28
10 H 0.32
11 O -0.41
12 S -0.15



## d
A cluster of 2 separate species, C4H6OS in total. Source: the Open Molecules 2025 dataset; level of theory: ωB97M-V/def2-TZVPD.

XYZ file:
```
12
C4H6OS ωB97M-V/def2-TZVPD
C 1.365 0.063 -0.130
C 0.402 -0.355 -0.915
C 0.800 0.379 1.288
C -0.906 -0.056 -0.242
O -0.584 0.550 1.001
S -2.199 0.817 -0.973
H 2.353 0.298 -0.256
H 0.545 -0.963 -1.884
H 1.109 -0.302 2.091
H 1.125 1.375 1.722
H -1.463 -1.586 0.106
H -2.546 -0.221 -1.808
```

The calculation puts the LUMO energy at 0.02354 Ha. Its charge is 0.

Atom-resolved charges from Mulliken, all expressed in e:
1 C -0.48
2 C -0.17
3 C -0.38
4 C -0.03
5 O -0.30
6 S -0.21
7 H 0.45
8 H 0.30
9 H 0.26
10 H 0.23
11 H 0.16
12 H 0.15



Pick a: it beats the second-best structure by 0.0887 hartree.



## a
A cluster of 2 separate species, C14H16O2 in total. Source: the Open Molecules 2025 dataset; level of theory: ωB97M-V/def2-TZVPD.

XYZ file:
```
32
C14H16O2 ωB97M-V/def2-TZVPD
C -4.937 3.734 -0.465
C -1.821 1.436 1.331
C -1.516 2.647 0.742
C -3.111 0.909 1.311
C -2.521 3.354 0.087
C -4.108 1.685 0.748
C -3.825 2.885 0.113
O -0.806 0.755 1.923
H -0.857 0.168 2.669
H -0.508 3.033 0.780
H -3.274 -0.133 1.550
H -2.185 4.277 -0.370
H -5.116 1.340 0.720
H -4.604 4.755 -0.643
H -5.827 3.752 0.160
H -5.198 3.364 -1.451
C 4.689 -3.159 -2.725
C 1.961 -1.704 0.241
C 1.991 -1.126 -1.021
C 2.895 -2.673 0.585
C 2.782 -1.693 -2.007
C 3.634 -3.256 -0.444
C 3.648 -2.757 -1.739
O 1.079 -1.231 1.191
H 1.305 -0.368 1.536
H 1.353 -0.298 -1.288
H 3.009 -3.031 1.597
H 2.822 -1.308 -3.020
H 4.373 -3.973 -0.092
H 4.729 -2.468 -3.570
H 4.504 -4.112 -3.234
H 5.696 -3.298 -2.329
```

The calculation puts the LUMO energy at 0.02801 Ha. Its charge is 0. As for the SMILES: Cc1ccc(O)cc1.Cc1ccc(O)cc1.

Atom-resolved charges from Mulliken, all expressed in e:
1 C -1.39
2 C 0.54
3 C -0.58
4 C -0.48
5 C -0.38
6 C -0.57
7 C 0.56
8 O -0.45
9 H 0.30
10 H 0.39
11 H 0.38
12 H 0.30
13 H 0.38
14 H 0.35
15 H 0.36
16 H 0.29
17 C -1.31
18 C 0.09
19 C -0.35
20 C -0.42
21 C -0.53
22 C -0.46
23 C 0.70
24 O -0.45
25 H 0.32
26 H 0.46
27 H 0.40
28 H 0.28
29 H 0.31
30 H 0.34
31 H 0.29
32 H 0.32



## b
A cluster of 2 separate species, C14H16O2 in total. Source: the Open Molecules 2025 dataset; level of theory: ωB97M-V/def2-TZVPD.

XYZ file:
```
32
C14H16O2 ωB97M-V/def2-TZVPD
C 3.411 -3.018 2.608
C 3.042 0.167 0.625
C 2.793 -0.829 1.534
C 4.335 0.398 0.154
C 3.783 -1.782 1.845
C 5.337 -0.485 0.495
C 5.008 -1.626 1.237
O 4.538 1.522 -0.596
H 2.272 0.806 0.207
H 1.852 -0.932 2.063
H 5.442 1.466 -0.928
H 6.357 -0.315 0.177
H 4.209 -3.332 3.281
H 3.248 -3.844 1.954
H 5.759 -2.397 1.278
H 2.481 -2.858 3.153
C -3.712 -0.520 -3.090
C -4.220 2.167 0.185
C -3.877 0.853 0.455
C -4.322 2.645 -1.097
C -3.671 -0.036 -0.591
C -4.076 1.751 -2.151
C -3.795 0.429 -1.908
O -4.226 3.030 1.282
H -5.093 3.465 1.328
H -3.667 0.628 1.493
H -4.419 3.702 -1.263
H -3.560 -1.092 -0.379
H -4.149 2.207 -3.116
H -3.391 0.073 -3.947
H -4.688 -0.936 -3.340
H -2.999 -1.307 -2.951
```

The calculation puts the LUMO energy at 0.03095 Ha. Its charge is 0. As for the SMILES: Cc1ccc(O)cc1.Cc1ccc(O)cc1.

Atom-resolved charges from Mulliken, all expressed in e:
1 C -1.34
2 C -0.59
3 C -0.47
4 C 0.86
5 C 0.50
6 C -0.53
7 C -0.51
8 O -0.53
9 H 0.39
10 H 0.29
11 H 0.28
12 H 0.28
13 H 0.35
14 H 0.30
15 H 0.37
16 H 0.35
17 C -1.32
18 C 0.27
19 C -0.43
20 C -0.49
21 C -0.54
22 C -0.42
23 C 0.66
24 O -0.52
25 H 0.33
26 H 0.38
27 H 0.39
28 H 0.37
29 H 0.32
30 H 0.35
31 H 0.27
32 H 0.38



## c
A cluster of 2 separate species, C14H16O2 in total. Source: the Open Molecules 2025 dataset; level of theory: ωB97M-V/def2-TZVPD.

XYZ file:
```
32
C14H16O2 ωB97M-V/def2-TZVPD
C 2.606 -0.982 -1.398
C 1.184 2.311 -0.054
C 1.467 1.303 -1.011
C 1.551 2.152 1.246
C 2.052 0.144 -0.512
C 2.376 1.120 1.736
C 2.444 0.084 0.839
O 1.096 3.169 2.113
H 0.683 3.186 -0.419
H 1.334 1.501 -2.060
H 0.482 2.774 2.730
H 2.762 1.066 2.740
H 2.134 -1.964 -1.374
H 3.538 -1.341 -0.937
H 2.945 -0.836 1.135
H 2.777 -0.516 -2.362
C -0.904 -2.339 -1.778
C -1.485 -0.124 1.297
C -2.738 0.312 0.968
C -0.860 -0.992 0.357
C -1.541 -1.424 -0.772
C -3.529 -0.254 -0.055
C -2.894 -1.109 -0.918
O -3.375 1.396 1.547
H -1.022 -0.053 2.272
H 0.131 -1.345 0.588
H -4.568 0.035 0.001
H -2.805 1.966 2.038
H -1.423 -3.308 -1.830
H 0.152 -2.480 -1.587
H -3.517 -1.461 -1.737
H -1.051 -1.992 -2.802
```

The calculation puts the LUMO energy at 0.02051 Ha. Its charge is 0. As for the SMILES: Cc1ccc(O)cc1.Cc1ccc(O)cc1.

Atom-resolved charges from Mulliken, all expressed in e:
1 C -1.48
2 C -0.39
3 C -0.49
4 C 0.33
5 C 0.84
6 C -0.95
7 C -0.25
8 O -0.57
9 H 0.46
10 H 0.42
11 H 0.32
12 H 0.42
13 H 0.29
14 H 0.41
15 H 0.35
16 H 0.35
17 C -1.29
18 C -0.80
19 C 0.57
20 C -0.23
21 C 0.31
22 C -0.62
23 C -0.41
24 O -0.55
25 H 0.50
26 H 0.61
27 H 0.43
28 H 0.29
29 H 0.38
30 H 0.09
31 H 0.34
32 H 0.34



Pick b: it beats the second-best structure by 0.0078 hartree.



## a
A structure of composition C6H6N2OS. Source: the Open Molecules 2025 dataset; level of theory: ωB97M-V/def2-TZVPD.

XYZ file:
```
16
C6H6N2OS ωB97M-V/def2-TZVPD
C 1.164 -1.386 -0.185
C 1.175 0.787 -0.061
C -0.140 0.412 0.019
C -1.219 -1.807 0.139
C -2.407 -1.212 0.180
C 1.786 2.124 0.128
N 2.000 -0.325 -0.192
N -0.121 -0.928 -0.086
O -2.748 1.387 -0.769
S -2.415 0.581 0.381
H 1.469 -2.456 -0.401
H -0.980 -2.801 0.151
H -3.356 -1.768 0.140
H 2.791 1.936 0.243
H 1.569 2.813 -0.641
H 1.431 2.643 0.955
```

The calculation puts the LUMO energy (alpha / beta) at -0.02353 / -0.02354 Ha. Its charge is 0.

Atom-resolved charges from Mulliken, all expressed in e:
1 C -0.12
2 C 0.57
3 C 0.02
4 C -0.02
5 C -0.54
6 C -1.39
7 N -0.61
8 N 0.05
9 O -0.46
10 S 0.38
11 H 0.26
12 H 0.42
13 H 0.36
14 H 0.40
15 H 0.31
16 H 0.37



## b
The molecule C6H6N2OS. Source: the Open Molecules 2025 dataset; level of theory: ωB97M-V/def2-TZVPD.

XYZ file:
```
16
C6H6N2OS ωB97M-V/def2-TZVPD
C 2.427 0.310 0.032
C 2.653 -1.055 0.047
C -1.298 -0.081 0.169
C 0.502 -1.603 0.174
C 0.091 -0.238 0.151
C 1.075 0.828 0.097
N 1.730 -2.012 0.122
N -1.975 1.041 0.115
O 3.634 0.950 -0.052
S 0.526 2.479 0.127
H 3.487 1.912 -0.061
H 3.685 -1.373 -0.004
H -1.877 -0.998 0.222
H -0.249 -2.380 0.229
H -2.981 1.036 0.108
H -1.412 1.910 0.069
```

The calculation puts the LUMO energy at -0.02926 Ha. Its charge is 0. As for the SMILES: N/C=C1/C=NC=C(O)C1=S.

Atom-resolved charges from Mulliken, all expressed in e:
1 C 0.80
2 C -0.24
3 C 0.03
4 C -0.60
5 C 0.42
6 C -0.05
7 N -0.62
8 N -0.18
9 O -0.53
10 S -0.57
11 H 0.29
12 H 0.39
13 H 0.27
14 H 0.28
15 H 0.25
16 H 0.04



Pick b: it beats the second-best structure by 0.1213 hartree.



## a
A cluster of 2 separate species, C2H3BrO in total. Source: the Open Molecules 2025 dataset; level of theory: ωB97M-V/def2-TZVPD.

XYZ file:
```
7
C2H3BrO ωB97M-V/def2-TZVPD
C 0.546 -0.689 -0.304
C -0.275 0.434 0.259
O 1.662 -0.927 0.071
Br -2.055 0.133 -0.142
H 0.045 -1.337 -1.073
H 0.050 0.342 1.223
H 0.026 2.044 -0.034
```

The calculation puts the LUMO energy at -0.02055 Ha. Its charge is 0.

Atom-resolved charges from Mulliken, all expressed in e:
1 C 0.00
2 C -0.36
3 O -0.43
4 Br -0.08
5 H 0.30
6 H 0.27
7 H 0.29



## b
The molecule C2H3BrO. Source: the Open Molecules 2025 dataset; level of theory: ωB97M-V/def2-TZVPD.

XYZ file:
```
7
C2H3BrO ωB97M-V/def2-TZVPD
C -0.618 -0.634 0.675
C 0.290 0.263 -0.554
O -1.223 -1.611 0.458
Br 0.754 2.032 -0.265
H -0.450 -0.032 1.574
H 1.251 -0.179 -0.337
H -0.004 0.161 -1.551
```

The calculation puts the LUMO energy at 0.02745 Ha. Its charge is 0. As for the SMILES: O=CCBr.

Atom-resolved charges from Mulliken, all expressed in e:
1 C 0.16
2 C -0.57
3 O -0.38
4 Br -0.10
5 H 0.29
6 H 0.25
7 H 0.36



Pick b: it beats the second-best structure by 0.0612 hartree.



## a
A cluster of 5 separate species, CH14N2O4 in total. Source: the Open Molecules 2025 dataset; level of theory: ωB97M-V/def2-TZVPD.

XYZ file:
```
21
CH14N2O4 ωB97M-V/def2-TZVPD
N -2.595 0.568 0.146
C -2.021 -0.024 -1.157
N -0.843 -0.788 -1.055
H -2.656 -0.184 0.802
H -1.889 1.167 0.628
H -2.678 -0.523 -1.770
H -1.787 0.900 -1.783
H -0.307 -0.725 -0.160
H -1.192 -1.743 -0.957
H 3.500 -1.639 -0.532
H 2.503 -0.597 -0.981
O 2.629 -1.394 -0.494
H 0.869 1.605 -2.473
H 0.591 0.329 -1.765
O 1.195 1.063 -1.776
H 1.855 -2.096 1.134
H 2.184 -2.472 2.574
O 1.436 -2.599 1.892
H 0.380 2.589 2.375
H -0.856 3.292 3.081
O -0.318 3.272 2.271
```

The calculation puts the LUMO energy at 0.01879 Ha. Its charge is 0. As for the SMILES: NCN.O.O.O.O.

Atom-resolved charges from Mulliken, all expressed in e:
1 N -0.64
2 C -0.37
3 N -0.67
4 H 0.25
5 H 0.23
6 H 0.46
7 H 0.19
8 H 0.23
9 H 0.27
10 H 0.27
11 H 0.33
12 O -0.63
13 H 0.30
14 H 0.39
15 O -0.68
16 H 0.37
17 H 0.32
18 O -0.65
19 H 0.32
20 H 0.32
21 O -0.66



## b
A cluster of 5 separate species, CH14N2O4 in total. Source: the Open Molecules 2025 dataset; level of theory: ωB97M-V/def2-TZVPD.

XYZ file:
```
21
CH14N2O4 ωB97M-V/def2-TZVPD
N 1.827 -0.476 -0.943
C 1.843 -0.226 -2.373
N 0.858 0.700 -2.941
H 0.971 -0.890 -0.584
H 2.138 0.281 -0.357
H 1.679 -1.197 -2.851
H 2.844 0.115 -2.625
H 0.805 1.493 -2.310
H -0.061 0.269 -2.880
H -3.075 -0.225 5.491
H -2.994 -1.547 6.183
O -3.591 -0.792 6.078
H 0.512 1.855 -5.927
H 1.975 1.686 -6.261
O 1.103 1.328 -6.489
H -0.846 -0.773 6.199
H 0.067 -1.654 5.346
O -0.126 -0.733 5.563
H -1.283 0.889 0.738
H -1.129 0.463 -0.740
O -1.328 0.137 0.141
```

The calculation puts the LUMO energy at 0.01259 Ha. Its charge is 0. As for the SMILES: NCN.O.O.O.O.

Atom-resolved charges from Mulliken, all expressed in e:
1 N -0.52
2 C -0.54
3 N -0.49
4 H 0.25
5 H 0.22
6 H 0.36
7 H 0.33
8 H 0.23
9 H 0.23
10 H 0.34
11 H 0.31
12 O -0.63
13 H 0.31
14 H 0.31
15 O -0.64
16 H 0.29
17 H 0.33
18 O -0.63
19 H 0.32
20 H 0.30
21 O -0.65



## c
A cluster of 5 separate species, CH14N2O4 in total. Source: the Open Molecules 2025 dataset; level of theory: ωB97M-V/def2-TZVPD.

XYZ file:
```
21
CH14N2O4 ωB97M-V/def2-TZVPD
N 3.117 -1.071 -0.595
C 2.234 -0.718 -1.708
N 0.853 -0.394 -1.416
H 2.938 -2.018 -0.319
H 3.153 -0.428 0.178
H 2.300 -1.501 -2.458
H 2.738 0.150 -2.139
H 0.802 0.523 -0.978
H 0.422 -1.029 -0.757
H -3.424 -0.143 1.261
H -3.701 -0.045 2.796
O -3.193 0.304 2.069
H -1.167 -1.449 -3.786
H -0.908 -0.648 -2.439
O -1.566 -1.090 -2.993
H -1.547 0.550 2.721
H -0.784 0.307 4.039
O -0.657 0.539 3.133
H -0.425 1.946 1.525
H 0.524 3.009 1.004
O 0.136 2.153 0.784
```

The calculation puts the LUMO energy at 0.01168 Ha. Its charge is 0. As for the SMILES: NCN.O.O.O.O.

Atom-resolved charges from Mulliken, all expressed in e:
1 N -0.56
2 C -0.54
3 N -0.54
4 H 0.21
5 H 0.23
6 H 0.35
7 H 0.33
8 H 0.21
9 H 0.29
10 H 0.32
11 H 0.32
12 O -0.68
13 H 0.30
14 H 0.42
15 O -0.70
16 H 0.44
17 H 0.28
18 O -0.68
19 H 0.30
20 H 0.29
21 O -0.59



Pick c: it beats the second-best structure by 0.0186 hartree.



## a
A cluster of 2 separate species, FH3NOPS in total. Source: the Open Molecules 2025 dataset; level of theory: ωB97M-V/def2-TZVPD.

XYZ file:
```
8
FH3NOPS ωB97M-V/def2-TZVPD
N -1.150 1.625 -0.311
O -0.157 -2.236 -0.014
F -1.861 0.488 1.761
P -2.144 0.531 0.144
S -3.589 -0.630 -0.393
H -0.833 1.702 -1.240
H 0.063 -1.506 -0.618
H -0.735 -1.767 0.693
```

The calculation puts the LUMO energy at -0.02786 Ha. Its charge is 0.

Atom-resolved charges from Mulliken, all expressed in e:
1 N -0.54
2 O -0.62
3 F -0.21
4 P 0.65
5 S -0.21
6 H 0.29
7 H 0.33
8 H 0.31



## b
The molecule FH3NOPS. Source: the Open Molecules 2025 dataset; level of theory: ωB97M-V/def2-TZVPD.

XYZ file:
```
8
FH3NOPS ωB97M-V/def2-TZVPD
N -0.248 -0.280 0.345
O 1.014 1.131 -1.198
F 1.592 1.281 1.277
P 1.449 0.274 0.015
S 3.018 -0.794 -0.199
H -0.650 -1.108 0.885
H -0.889 0.384 -0.086
H 1.801 1.279 -1.703
```

The calculation puts the LUMO energy at 0.01945 Ha. Its charge is 0. As for the SMILES: N[P@@](O)(F)=S.

Atom-resolved charges from Mulliken, all expressed in e:
1 N -0.50
2 O -0.44
3 F -0.24
4 P 0.78
5 S -0.36
6 H 0.22
7 H 0.22
8 H 0.31



## c
The molecule FH3NOPS. Source: the Open Molecules 2025 dataset; level of theory: ωB97M-V/def2-TZVPD.

XYZ file:
```
8
FH3NOPS ωB97M-V/def2-TZVPD
N -0.074 -0.319 -1.064
O -0.115 0.912 1.339
F -1.336 1.834 -0.677
P -1.208 0.249 -0.105
S -2.820 -0.634 0.290
H 0.180 -1.267 -1.011
H 0.899 0.090 -1.002
H -0.495 1.702 1.504
```

The calculation puts the LUMO energy at 0.01796 Ha. Its charge is 0. As for the SMILES: N[P@@](O)(F)=S.

Atom-resolved charges from Mulliken, all expressed in e:
1 N -0.50
2 O -0.55
3 F -0.30
4 P 0.77
5 S -0.30
6 H 0.27
7 H 0.31
8 H 0.28



Pick b: it beats the second-best structure by 0.0296 hartree.